No. 1
Below is a structure of composition C20H22N2O2PtS3, with properties calculated with wB97M-V/def2-TZVPD.

Calculated values
HOMO level (spin up / spin down) (eV): -6.665 / -7.598
Multiplicity: 3
Molecular weight (g/mol): 613.69
Relative energy (zero: lowest compared OMol25 entry of this formula, charge and spin) (kJ/mol): 83.8
Gap between HOMO and LUMO (spin up / spin down) (eV): 6.9 / 6.0

XYZ file:
```
50
Properties=species:S:1:pos:R:3:lowdin_spin:R:1
Pt -0.20 0.26 -0.32 1.31
O -1.35 -0.32 -1.94 0.13
C -1.60 -1.61 -2.12 0.02
C -2.80 -1.94 -2.78 0.01
C -3.14 -3.24 -3.08 0.01
C -2.28 -4.29 -2.72 0.01
C -1.11 -3.99 -2.07 0.00
C -0.73 -2.67 -1.75 0.02
C 0.53 -2.54 -1.05 0.04
N 1.04 -1.43 -0.67 0.11
N 2.27 -1.39 -0.06 0.00
C 2.36 -0.39 0.76 0.02
O 1.38 0.37 1.14 0.06
C 3.71 -0.09 1.33 0.00
C 4.85 -0.67 0.78 0.00
C 6.10 -0.30 1.25 0.00
C 6.23 0.63 2.26 0.00
C 5.09 1.20 2.83 0.00
C 3.83 0.83 2.36 0.00
H -3.44 -1.11 -3.06 0.00
H -4.07 -3.45 -3.59 0.00
H -2.54 -5.31 -2.95 0.00
H -0.44 -4.79 -1.79 0.00
H 1.08 -3.45 -0.82 0.01
H 4.74 -1.40 -0.01 0.00
H 6.99 -0.75 0.81 0.00
H 7.21 0.93 2.61 0.00
H 5.18 1.92 3.63 0.00
H 2.93 1.26 2.79 0.00
C -3.04 1.62 3.64 0.00
C -2.92 0.21 3.09 0.03
S -2.15 -0.09 1.46 0.10
C -3.22 0.89 0.39 0.00
C -2.83 2.36 0.26 0.00
S -1.07 2.70 -0.02 0.07
C -0.29 2.87 1.62 0.01
C -1.11 3.55 2.72 0.00
S -1.50 2.45 4.12 0.00
H -3.59 1.55 4.58 0.00
H -3.61 2.28 2.99 0.00
H -3.92 -0.21 3.00 0.01
H -2.35 -0.42 3.77 0.00
H -4.25 0.80 0.74 0.00
H -3.14 0.41 -0.59 0.00
H -3.15 2.95 1.12 0.00
H -3.32 2.79 -0.61 0.00
H 0.60 3.45 1.38 0.00
H 0.04 1.89 1.95 0.00
H -2.02 4.02 2.37 0.00
H -0.52 4.34 3.19 0.00
```


No. 2
Below is an isolated molecule of C17H27N5O4 at a distorted geometry, with properties calculated with wB97M-V/def2-TZVPD.

Calculated values
HOMO level (eV): -8.203
Molecular weight (g/mol): 365.43
Relative energy (zero: lowest compared OMol25 entry of this formula, charge and spin) (kJ/mol): 82.0
Gap between HOMO and LUMO (eV): 8.8
Structure (SMILES): C[C@@H]1CN(Cc2nc3c(c(=O)n(C)c(=O)n3C)n2CCCO)C[C@H](C)O1

XYZ file:
```
53
Properties=species:S:1:pos:R:3:lowdin_charge:R:1
C -2.24 3.11 2.96 -0.03
C -1.01 3.21 2.07 -0.37
C -0.28 1.87 1.98 -0.14
N 0.98 1.95 1.26 -0.16
C 1.78 3.04 1.79 -0.14
H 2.69 3.16 1.18 0.13
C 1.02 4.37 1.86 -0.38
C 1.85 5.46 2.53 -0.03
H 1.27 6.37 2.60 0.08
H 2.76 5.64 1.96 0.08
H 2.12 5.15 3.54 0.08
O -0.16 4.21 2.62 -0.08
H 0.75 4.69 0.84 0.15
H 2.08 2.76 2.80 0.14
C 0.81 1.99 -0.20 -0.10
C 0.29 0.68 -0.69 -0.27
N -0.99 0.46 -0.93 0.21
C -1.06 -0.83 -1.32 -0.21
C 0.20 -1.40 -1.34 -0.07
N 1.06 -0.41 -0.93 0.04
C 2.47 -0.58 -0.72 -0.11
H 2.76 -1.50 -1.24 0.12
C 2.81 -0.70 0.77 -0.14
H 2.56 0.23 1.28 0.09
H 3.89 -0.88 0.86 0.12
C 2.06 -1.85 1.45 -0.24
O 0.69 -1.59 1.63 -0.05
H 0.61 -0.74 2.09 0.07
H 2.53 -2.07 2.42 0.12
H 2.11 -2.75 0.83 0.12
H 3.01 0.26 -1.15 0.13
C 0.42 -2.76 -1.72 -0.36
O 1.49 -3.34 -1.78 0.06
N -0.78 -3.39 -2.06 0.04
C -2.05 -2.85 -2.05 -0.44
O -3.02 -3.51 -2.37 0.08
N -2.17 -1.52 -1.68 0.01
C -3.47 -0.89 -1.63 -0.01
H -3.74 -0.67 -0.60 0.10
H -3.45 0.03 -2.20 0.09
H -4.19 -1.59 -2.07 0.09
C -0.71 -4.78 -2.45 -0.01
H -1.12 -4.90 -3.46 0.10
H 0.33 -5.09 -2.43 0.09
H -1.30 -5.39 -1.77 0.10
H 0.11 2.76 -0.53 0.12
H 1.79 2.18 -0.64 0.13
H -0.92 1.13 1.50 0.12
H -0.05 1.53 3.00 0.14
H -1.32 3.52 1.06 0.15
H -2.94 2.38 2.55 0.08
H -1.95 2.81 3.96 0.08
H -2.73 4.08 3.02 0.08
```


| no. | calculated total energy (Eh) |
| --- | --- |
| 1 | -2349.104259 |
| 2 | -1238.795107 |